# 1
A molecular structure, C16H12BrN4OPtSe in a non-equilibrium geometry, computed with ωB97M-V with the def2-TZVPD basis set.

Geometry (Å):
Pt: 0.217 -0.174 -0.109
O: -1.956 -3.509 4.779
C: -1.380 -2.715 3.926
C: -0.618 -1.579 4.249
C: -0.047 -0.825 3.196
N: -0.175 -1.188 1.924
C: -0.835 -2.276 1.660
Br: -0.936 -2.634 -0.185
C: -1.496 -3.062 2.560
H: -1.710 -3.333 5.721
H: -0.472 -1.215 5.259
H: 0.524 0.035 3.433
H: -2.013 -3.972 2.308
C: 4.359 -0.659 -2.151
C: 3.286 -0.743 -3.082
C: 2.027 -0.593 -2.529
C: 1.974 -0.327 -1.098
C: 3.143 -0.014 -0.270
C: 4.364 -0.168 -0.827
H: 5.255 -1.137 -2.532
H: 3.484 -0.896 -4.129
H: 1.122 -0.748 -3.085
H: 2.966 0.279 0.761
H: 5.341 -0.058 -0.393
Se: -4.198 0.419 -2.715
N: -4.401 2.033 -2.265
C: -3.172 2.445 -1.848
C: -2.799 3.707 -1.566
C: -1.508 4.042 -1.190
C: -0.574 2.968 -1.092
N: -0.861 1.687 -1.285
C: -2.178 1.398 -1.777
N: -2.428 0.166 -2.181
H: -3.547 4.479 -1.688
H: -1.173 5.075 -1.063
H: 0.413 3.090 -0.715

For the orbital gap (alpha / beta), the calculation gives 0.2288 / 0.1534 hartree. As for the net charge: +3. As for the spin multiplicity: 5. The calculation puts the HOMO energy (alpha / beta) at -17.7565 / -18.0966 eV. The expectation value of S² is 6.09.

Mulliken population analysis, charges in e, atoms 1 to 4: atom 1 (Pt): 0.78, atom 2 (O): -0.45, atom 3 (C): 0.82, atom 4 (C): -0.59

# 2
A molecular structure, C16H12Cl36NO7S3 in a non-equilibrium geometry, computed with ωB97M-V with the def2-TZVPD basis set.

Geometry (Å):
C: 3.442 -1.614 2.197
C: 3.061 -0.231 1.704
O: 3.607 0.778 2.032
O: 1.984 -0.235 0.844
C: 1.257 0.972 0.847
O: 1.075 1.532 -0.182
C: 0.712 1.503 2.160
S: -0.451 2.891 1.975
O: -0.887 3.184 3.328
O: 0.364 3.957 1.412
N: -1.591 2.496 0.886
S: -2.932 1.802 1.525
O: -3.794 1.446 0.400
O: -3.654 2.580 2.515
C: -2.462 0.205 2.233
C: -1.902 -0.697 1.126
C: -1.226 -1.966 1.673
S: -2.267 -2.960 2.790
H: 3.723 -1.562 3.245
H: 4.247 -2.032 1.591
H: 2.569 -2.257 2.068
H: 1.563 1.925 2.702
H: 0.320 0.712 2.807
H: -3.382 -0.261 2.594
H: -1.787 0.325 3.086
H: -1.171 -0.156 0.516
H: -2.732 -1.002 0.485
H: -0.315 -1.672 2.203
H: -0.979 -2.629 0.845
H: -2.443 -2.213 3.894
C: -6.195 -4.769 3.383
Cl: -6.968 -3.285 3.951
Cl: -4.782 -5.114 4.387
Cl: -7.342 -6.115 3.501
Cl: -5.696 -4.568 1.703
C: 4.887 1.501 -2.338
Cl: 4.801 -0.109 -1.604
Cl: 4.003 2.660 -1.344
Cl: 6.587 1.994 -2.456
Cl: 4.190 1.443 -3.962
C: -1.428 -1.177 7.328
Cl: -0.176 -2.354 7.751
Cl: -3.024 -1.886 7.604
Cl: -1.229 0.272 8.321
Cl: -1.288 -0.743 5.622
C: 4.369 -2.567 -5.677
Cl: 5.417 -1.494 -4.750
Cl: 5.356 -3.665 -6.654
Cl: 3.356 -3.503 -4.571
Cl: 3.340 -1.602 -6.745
C: -6.215 1.123 7.621
Cl: -4.465 1.033 7.431
Cl: -6.723 0.030 8.920
Cl: -6.683 2.777 8.029
Cl: -6.992 0.633 6.107
C: 8.292 -2.069 -9.684
Cl: 7.947 -2.337 -11.396
Cl: 9.410 -0.707 -9.518
Cl: 6.792 -1.711 -8.826
Cl: 9.029 -3.523 -8.995
C: -10.988 3.413 6.842
Cl: -10.268 4.677 7.849
Cl: -9.710 2.406 6.161
Cl: -12.064 2.415 7.832
Cl: -11.918 4.161 5.536
C: 7.869 -0.341 -14.762
Cl: 8.679 -1.869 -15.139
Cl: 8.631 0.392 -13.349
Cl: 8.003 0.754 -16.145
Cl: 6.164 -0.651 -14.417
C: 0.643 3.962 -3.894
Cl: -0.537 3.182 -4.964
Cl: 0.986 2.914 -2.523
Cl: 2.127 4.290 -4.812
Cl: -0.021 5.495 -3.314

For the orbital gap, the calculation gives 0.2746 hartree. As for the net charge: -1. As for the spin multiplicity: 1. The calculation puts the HOMO energy at -6.4349 eV.

Mulliken population analysis, charges in e, atoms 1 to 4: atom 1 (C): -1.11, atom 2 (C): 0.83, atom 3 (O): -0.53, atom 4 (O): -0.23

# 3
A molecular structure, C16H12F5IrN6S2 in a non-equilibrium geometry, computed with ωB97M-V with the def2-TZVPD basis set.

Geometry (Å):
Ir: -1.015 0.150 -0.612
F: 5.114 0.214 1.927
C: 3.803 0.315 1.873
C: 3.176 0.465 0.651
F: 3.878 0.512 -0.475
C: 1.806 0.543 0.624
F: 1.154 0.664 -0.610
C: 1.021 0.478 1.743
S: -0.729 0.559 1.662
C: 1.666 0.350 2.959
F: 0.946 0.306 4.072
C: 3.045 0.259 3.030
F: 3.636 0.106 4.194
C: -1.880 5.400 -0.555
C: -2.768 4.220 -0.689
N: -4.055 4.211 -0.719
N: -4.408 2.889 -0.821
C: -3.370 2.080 -0.859
S: -3.332 0.373 -0.942
N: -2.318 2.898 -0.785
N: -1.019 2.398 -0.796
H: -2.495 6.296 -0.532
H: -1.187 5.474 -1.395
H: -1.305 5.352 0.371
H: -5.384 2.634 -0.859
H: -0.506 2.763 0.008
H: -0.532 2.682 -1.645
N: -1.504 -3.939 -0.740
C: -1.863 -2.672 -0.847
N: -0.806 -1.863 -0.878
C: 0.342 -2.696 -0.786
C: 1.708 -2.431 -0.821
C: 2.568 -3.500 -0.698
C: 2.095 -4.813 -0.554
C: 0.750 -5.092 -0.560
C: -0.111 -4.011 -0.688
H: -2.139 -4.722 -0.713
H: -2.890 -2.347 -0.902
H: 2.084 -1.442 -0.980
H: 3.638 -3.330 -0.729
H: 2.802 -5.626 -0.452
H: 0.382 -6.108 -0.475

For the orbital gap, the calculation gives 0.2347 hartree. As for the net charge: +2. As for the spin multiplicity: 1. The calculation puts the HOMO energy at -14.5274 eV. The relative energy (zero: lowest compared OMol25 entry of this formula, charge and spin) is 0.636 eV.

Mulliken population analysis, charges in e, atoms 1 to 4: atom 1 (Ir): 1.10, atom 2 (F): -0.25, atom 3 (C): 0.66, atom 4 (C): 0.07

# 4
A molecular structure, C16H12F5IrN6S2, computed with ωB97M-V with the def2-TZVPD basis set.

Geometry (Å):
Ir: -0.074 -0.083 -0.055
F: 5.820 -3.635 -2.253
C: 4.993 -2.900 -1.572
C: 3.703 -2.676 -2.076
F: 3.350 -3.219 -3.223
C: 2.837 -1.899 -1.369
F: 1.625 -1.697 -1.872
C: 3.206 -1.305 -0.135
S: 2.226 -0.269 0.781
C: 4.517 -1.569 0.347
F: 4.896 -1.052 1.490
C: 5.394 -2.354 -0.356
F: 6.602 -2.595 0.102
C: -4.860 2.965 0.061
C: -3.842 2.566 1.062
N: -3.901 2.765 2.337
N: -2.749 2.218 2.832
C: -1.976 1.690 1.903
S: -0.464 0.923 2.096
N: -2.659 1.895 0.760
N: -2.172 1.473 -0.474
H: -5.620 3.559 0.562
H: -5.343 2.091 -0.380
H: -4.416 3.562 -0.738
H: -2.556 2.270 3.821
H: -1.884 2.279 -1.021
H: -2.896 0.973 -0.979
N: -2.243 -2.793 -2.499
C: -1.667 -2.433 -1.350
N: -1.177 -1.207 -1.423
C: -1.445 -0.741 -2.721
C: -1.126 0.467 -3.337
C: -1.528 0.627 -4.647
C: -2.227 -0.385 -5.328
C: -2.534 -1.587 -4.727
C: -2.122 -1.742 -3.407
H: -2.667 -3.690 -2.678
H: -1.618 -3.070 -0.480
H: -0.565 1.236 -2.817
H: -1.291 1.545 -5.172
H: -2.527 -0.218 -6.355
H: -3.059 -2.371 -5.258

For the orbital gap (alpha / beta), the calculation gives 0.3301 / 0.2244 hartree. As for the net charge: +2. As for the spin multiplicity: 5. The calculation puts the HOMO energy (alpha / beta) at -14.3122 / -15.1385 eV. The expectation value of S² is 6.03.

Mulliken population analysis, charges in e, atoms 1 to 4: atom 1 (Ir): 0.91, atom 2 (F): -0.22, atom 3 (C): 0.66, atom 4 (C): -0.22

# 5
A molecular structure, C16H12IN2O8S4SbW in a non-equilibrium geometry, computed with ωB97M-V with the def2-TZVPD basis set.

Geometry (Å):
W: 0.578 -0.274 -0.065
C: -0.594 -4.730 -0.568
C: -1.189 -3.988 0.588
N: -1.834 -4.707 1.503
C: -2.419 -4.070 2.510
C: -2.453 -2.704 2.667
C: -3.171 -2.117 3.850
O: -4.464 -1.602 3.538
C: -1.767 -1.885 1.714
C: -1.818 -0.483 1.837
N: -1.009 0.454 1.261
C: -1.038 1.705 1.821
C: -1.474 1.946 3.148
C: -1.506 3.202 3.699
C: -1.076 4.306 2.976
C: -0.614 4.113 1.685
C: -0.614 2.852 1.125
I: 0.223 2.737 -0.837
C: -1.087 -2.591 0.669
O: -0.465 -1.899 -0.297
H: -0.802 -5.790 -0.454
H: 0.484 -4.574 -0.610
H: -1.013 -4.371 -1.513
H: -2.904 -4.714 3.238
H: -2.573 -1.315 4.312
H: -3.330 -2.894 4.607
H: -4.480 -1.409 2.595
H: -2.601 -0.086 2.474
H: -1.737 1.104 3.770
H: -1.851 3.320 4.717
H: -1.087 5.295 3.409
H: -0.252 4.941 1.095
O: 4.219 0.274 -0.998
C: 3.111 0.458 -0.556
O: 1.995 0.405 -1.266
C: 2.807 0.859 0.907
O: 3.675 0.958 1.752
O: 1.549 1.191 1.041
S: -1.246 -2.316 -3.986
Sb: -0.032 -0.717 -2.940
S: -1.651 0.241 -1.458
S: 1.669 -2.384 -1.665
S: 3.219 -2.496 -2.843
O: 1.966 -1.278 0.633
O: 0.948 -1.088 1.584

For the orbital gap (alpha / beta), the calculation gives 0.1840 / 0.2040 hartree. As for the net charge: -2. As for the spin multiplicity: 3. The calculation puts the HOMO energy (alpha / beta) at -1.3037 / -1.7429 eV. The expectation value of S² is 2.04. The relative energy (zero: lowest compared OMol25 entry of this formula, charge and spin) is 4.545 eV.

Mulliken population analysis, charges in e, atoms 1 to 4: atom 1 (W): 0.06, atom 2 (C): -0.93, atom 3 (C): 0.25, atom 4 (N): -0.73

Number 5 is which compound? C16H12IN2O8S4SbW

Which of these has the lowest net charge? C16H12IN2O8S4SbW

Number 4 is which compound? C16H12F5IrN6S2

What is the net charge in the first record? +3